1.
The following is a quantum chemistry calculation of 2 unconnected molecules or ions with the total composition C7H10NO3 at a distorted geometry, from the Open Molecules 2025 dataset.

```
21
Properties=species:S:1:pos:R:3:forces:R:3
O -1.422193 0.152896 1.946935 -1.0 -0.6 -1.2
O -2.477843 0.482334 0.004472 0.1 0.1 -0.3
O 1.806344 2.289479 0.285559 -0.4 2.1 1.1
N 0.337735 0.609265 -0.163234 -1.3 0.1 -0.7
C 2.564162 0.490563 -1.005755 1.8 3.5 -0.9
C -1.691657 0.882196 0.941554 0.7 3.9 1.6
C -1.780314 -1.228901 1.622600 -2.7 -1.2 2.6
C 0.028392 -0.598044 -0.720739 3.3 -0.9 -0.5
C 1.083420 -1.388383 -1.210772 -0.3 2.2 -0.7
C 1.561930 1.147292 -0.295952 -1.9 -1.7 0.6
C 2.303652 -0.702656 -1.537993 0.0 -2.8 -0.5
H 3.073860 -1.133637 -2.233072 -1.0 0.1 0.9
H -0.982561 -1.004299 -0.807495 0.4 0.7 0.2
H -2.938574 -1.345702 1.399647 2.6 0.4 0.2
H 3.461246 1.141088 -1.339519 -1.4 -1.4 0.9
H -2.633508 1.153740 -0.684652 0.1 0.0 0.2
H -1.104027 -1.507274 0.870446 0.2 -0.9 -0.7
H 0.913130 -2.383639 -1.525849 -0.2 -0.7 -0.5
H -1.531943 1.999602 1.186692 -0.2 -1.9 -1.0
H 1.019536 2.729441 0.716336 1.1 -1.0 -0.8
H -1.590787 -1.785362 2.550793 0.0 0.2 -0.4
```
Positions in Å, forces in eV/Å.

Values from the calculation:
Lowest unoccupied orbital energy ... -3.68 eV
Charge ... +1
Strongest force on any atom ... 0.0825 Eh/bohr
Gap between HOMO and LUMO ... 9.008 eV
Multiplicity ... 1
HOMO energy ... -0.466 Ha

=====

2.
The following is a quantum chemistry calculation of 2 unconnected molecules or ions with the total composition C7H10NO5 at a distorted geometry, from the Open Molecules 2025 dataset.

```
23
Properties=species:S:1:pos:R:3:forces:R:3
O -2.250703 -0.020038 0.451800 -0.5 0.0 -0.3
O -1.201944 -0.671847 4.121218 0.6 1.7 1.3
O -0.785401 -3.119533 3.815589 -0.1 -1.3 0.2
O 0.968479 0.224632 3.667514 2.6 1.9 1.2
O -0.743924 -0.950206 -0.806261 1.1 -0.3 -0.7
N -1.196035 0.091403 -0.301967 -0.3 3.2 1.5
C -0.061189 -0.271117 3.502272 -2.2 -1.9 -0.1
C 1.899470 1.183515 0.204008 -2.2 -1.8 0.2
C -0.917814 -1.082579 2.751600 -2.1 -0.6 -3.2
C -0.664171 1.350891 -0.380312 1.0 -1.0 -0.3
C 0.099903 -3.179845 1.518019 0.0 0.3 0.5
C 0.777221 1.587932 -0.845611 -0.6 0.0 1.1
C -0.624969 -2.573023 2.763390 0.7 0.5 -1.4
H -1.604771 -0.580560 1.907114 1.1 -1.1 1.0
H 0.430861 -2.301614 0.874767 -0.3 -1.4 0.5
H 0.880333 2.692220 -1.045583 -0.1 -1.2 -0.2
H 2.504911 0.309621 -0.155708 0.1 1.4 0.0
H -1.141433 2.217399 0.094288 -0.3 -1.1 0.0
H -0.418923 -3.982252 0.932552 -0.2 1.2 0.4
H 2.365494 2.101851 0.507776 1.0 -0.1 0.3
H 0.941145 0.970694 -1.702298 0.2 0.0 -1.0
H 0.917273 -3.766810 1.981307 0.1 0.7 -0.3
H 1.379049 0.699618 1.082637 0.5 0.9 -0.6
```
Positions in Å, forces in eV/Å.

Values from the calculation:
Lowest unoccupied orbital energy ... 3.60 eV
Charge ... -1
Strongest force on any atom ... 0.0750 Eh/bohr
Gap between HOMO and LUMO ... 7.207 eV
Multiplicity ... 1
HOMO energy ... -0.133 Ha

=====

3.
The following is a quantum chemistry calculation of a molecular structure, C7H10NS at a distorted geometry, from the Open Molecules 2025 dataset.

```
19
Properties=species:S:1:pos:R:3:forces:R:3
S 1.841962 -0.535450 -0.022932 0.3 1.8 0.3
N -0.973762 -0.098116 1.461157 1.8 -1.5 1.3
C 1.604660 -1.579593 -1.330484 -1.4 3.6 -0.2
C 1.026589 -0.884426 -2.326603 -0.4 -0.7 -2.2
C 0.744859 0.497424 -2.126614 0.6 -0.4 2.6
C -0.082579 -1.019910 1.331155 0.0 -1.5 1.3
C -1.102519 1.267550 1.921355 2.3 0.3 2.1
C -2.010283 0.609055 0.991971 -3.7 3.8 -3.7
C 1.119874 0.870551 -0.852560 0.4 -4.3 -2.2
H 2.038926 -2.478439 -1.333960 1.2 -3.4 -0.1
H -0.278463 -1.862811 0.617193 0.1 0.8 1.0
H -3.049452 0.539183 1.329195 0.4 -1.0 0.2
H 0.830450 -1.326449 -3.309335 0.1 0.0 0.4
H 0.547037 -1.158610 2.280454 -0.6 0.1 -1.9
H -0.219288 1.855851 1.588785 -1.1 -0.1 0.0
H 0.265924 1.095496 -2.856965 -0.2 0.6 -0.5
H 1.070675 1.723270 -0.328508 -0.2 3.1 1.5
H -2.031056 1.101829 -0.022393 0.4 -1.2 0.7
H -1.343556 1.383593 2.989089 -0.1 0.0 -0.6
```
Positions in Å, forces in eV/Å.

Values from the calculation:
Lowest unoccupied orbital energy ... -4.51 eV
Charge ... +1
Strongest force on any atom ... 0.1263 Eh/bohr
Gap between HOMO and LUMO ... 8.682 eV
Multiplicity ... 1
HOMO energy ... -0.485 Ha

=====

4.
The following is a quantum chemistry calculation of 2 unconnected molecules or ions with the total composition C7H10O at a distorted geometry, from the Open Molecules 2025 dataset.

```
18
Properties=species:S:1:pos:R:3:forces:R:3
O -1.165705 0.554908 -1.567086 0.0 -2.5 0.4
C 0.525457 0.750098 0.997924 0.4 -1.2 -1.2
C 1.802901 0.365528 1.070522 -0.1 0.1 0.2
C 0.043655 2.034926 0.466055 -1.7 -0.3 -2.0
C -0.526445 -0.257449 1.095999 -0.1 0.2 2.6
C -1.377145 -0.896869 1.680562 0.6 0.3 -1.0
C 0.166529 -1.457624 -1.573815 0.4 0.2 0.8
C -1.040510 -0.634914 -1.222173 -0.8 1.3 -3.0
H 0.849041 2.686719 0.138934 0.0 0.1 0.1
H 2.607484 1.069115 0.913665 0.0 0.1 0.0
H -0.615577 1.675804 -0.501926 1.7 1.6 2.5
H -2.143920 -1.506026 2.073586 -0.3 -0.2 0.1
H -0.629413 2.534317 1.159836 0.0 0.1 0.0
H 1.034423 -0.822484 -1.736328 0.0 0.0 -0.1
H -0.054146 -2.059504 -2.456191 -0.1 0.1 -0.1
H 2.083762 -0.654169 1.279404 0.0 -0.1 0.1
H 0.389872 -2.149402 -0.763586 0.0 -0.1 0.0
H -1.950263 -1.232975 -1.055382 0.0 0.2 0.6
```
Positions in Å, forces in eV/Å.

Values from the calculation:
Lowest unoccupied orbital energy ... 0.42 eV
Structure (SMILES) ... C#CC(=C)C.CC=O
Charge ... 0
Strongest force on any atom ... 0.0674 Eh/bohr
Gap between HOMO and LUMO ... 9.367 eV
Multiplicity ... 1
HOMO energy ... -0.329 Ha

=====

5.
The following is a quantum chemistry calculation of 2 unconnected molecules or ions with the total composition C7H10O at a distorted geometry, from the Open Molecules 2025 dataset.

```
18
Properties=species:S:1:pos:R:3:forces:R:3
O -3.796944 -0.424428 -0.569590 0.5 0.1 0.5
C -0.236298 0.614822 -0.368927 2.9 -1.2 -2.4
C 0.851530 1.281519 0.398303 0.2 -1.9 2.0
C -0.338154 -1.839218 0.721153 1.7 1.0 0.0
C 0.115607 0.158510 -1.832885 -4.8 2.0 0.9
C -2.388139 0.903939 1.098052 -0.3 -0.6 -0.1
C -2.897487 0.099651 0.062168 0.0 0.4 -0.5
C -1.485764 0.459223 0.139224 -2.7 0.7 1.0
H 0.961858 2.295361 0.095454 0.4 0.9 0.0
H 1.818009 0.734242 0.491932 -0.3 0.4 -1.4
H 0.283311 0.995895 -2.552873 -0.4 -0.3 0.7
H -0.780502 -0.456120 -2.153935 1.3 0.6 -0.1
H -2.607377 1.445932 2.021861 0.4 -0.1 -0.4
H -0.361294 -2.390532 -0.187927 0.0 -0.3 -0.5
H 0.978255 -0.350677 -1.792930 3.0 -2.2 0.0
H -1.228817 -1.800555 1.297334 -0.3 0.1 0.5
H 0.628830 1.146688 1.468335 -0.6 1.0 -0.1
H 0.654490 -1.531008 1.124802 -1.1 -0.5 -0.2
```
Positions in Å, forces in eV/Å.

Values from the calculation:
Lowest unoccupied orbital energy (spin up / spin down) ... -1.11 / -0.04 eV
Charge ... 0
Strongest force on any atom ... 0.1024 Eh/bohr
Gap between HOMO and LUMO (spin up / spin down) ... 7.409 / 8.216 eV
Multiplicity ... 1
HOMO energy (spin up / spin down) ... -0.313 / -0.303 Ha

=====

6.
The following is a quantum chemistry calculation of a molecular structure, C7H10O2 at a distorted geometry, from the Open Molecules 2025 dataset.

```
19
Properties=species:S:1:pos:R:3:forces:R:3
O -0.863948 -0.456291 1.882466 0.5 0.5 -0.1
O 1.903591 0.187438 -1.848015 0.2 -0.2 -0.2
C -1.147123 1.738926 0.998576 0.5 0.5 0.1
C -0.273984 -0.354037 -0.770022 -0.4 0.1 2.1
C 1.208564 -0.240260 -0.712331 0.2 0.8 0.7
C 1.417866 0.394918 0.665836 2.7 -0.7 -2.0
C -0.564116 0.342292 1.031472 -2.4 -1.3 -2.0
C 1.922304 -0.835670 0.428797 -1.6 0.7 0.2
C -0.864068 -1.731039 -0.669771 0.0 0.0 -0.3
H -0.492776 -2.255453 0.211711 0.0 0.1 0.0
H 1.492951 0.992397 -2.187206 0.0 -0.1 0.1
H -0.748337 0.269234 -1.533172 0.0 0.1 0.2
H -0.720846 2.358857 1.789677 -0.1 0.0 0.1
H 1.612968 1.447205 0.739552 -0.4 0.1 0.7
H -0.567140 -2.305056 -1.553316 -0.1 -0.1 0.0
H -1.951294 -1.690101 -0.612644 0.0 -0.1 0.0
H 1.838441 -1.785088 0.932863 0.6 -0.1 0.1
H -0.978548 2.247801 0.049421 0.1 -0.1 0.0
H -2.224507 1.673929 1.156104 0.1 -0.2 0.1
```
Positions in Å, forces in eV/Å.

Values from the calculation:
Lowest unoccupied orbital energy (spin up / spin down) ... -0.80 / -0.80 eV
Charge ... 0
Strongest force on any atom ... 0.0664 Eh/bohr
Gap between HOMO and LUMO (spin up / spin down) ... 7.594 / 7.595 eV
Multiplicity ... 1
HOMO energy (spin up / spin down) ... -0.308 / -0.308 Ha